Entry 1:
Here is a molecular structure, C4H6O2 at a distorted geometry from OMol25. Energies are from ωB97M-V/def2-TZVPD.

The geometry in ORCA input format:
```
! wB97M-V def2-TZVPD RIJCOSX def2/J DEFGRID3
* xyz 0 1
C 1.980 -0.505 0.388
O 3.119 0.155 0.157
C 2.419 1.218 -1.234
C 2.489 0.588 -2.615
O 1.216 -0.074 -2.376
C 1.136 0.553 -1.118
H 1.443 -0.236 1.315
H 1.951 -1.574 0.113
H 2.721 2.237 -0.987
H 2.416 1.284 -3.462
H 3.299 -0.138 -2.777
H 0.149 0.905 -0.807
*
```

## Properties
E_HOMO (spin up / spin down) ... -7.77 / -7.77 eV
DFT total energy ... -306.2795 Eh
Relative energy (zero: lowest compared OMol25 entry of this formula, charge and spin) ... 142.3 kcal/mol
E_LUMO (spin up / spin down) ... -0.3 / -0.3 eV
Maximum force ... 5.8 eV Å⁻¹
Frontier orbital gap (spin up / spin down) ... 7.5184 / 7.5202 eV

=====

Entry 2:
Here is C5H3Cl2NO in the gas phase at a distorted geometry from OMol25. Energies are from ωB97M-V/def2-TZVPD.

The geometry in ORCA input format:
```
! wB97M-V def2-TZVPD RIJCOSX def2/J DEFGRID3
* xyz 0 1
C -0.387 0.144 -0.657
C 0.360 0.469 0.673
C -1.914 0.458 -0.697
C -1.087 1.186 -1.426
C 1.823 -1.392 1.191
N 1.265 -0.142 1.282
O 2.829 -1.809 0.670
Cl -3.437 -0.054 -0.267
Cl -0.816 2.469 -2.559
H 0.015 -0.693 -1.130
H 0.090 1.406 0.901
H 1.259 -2.043 2.019
*
```

## Properties
E_HOMO ... -9.59 eV
DFT total energy ... -1242.5675 Eh
Relative energy (zero: lowest compared OMol25 entry of this formula, charge and spin) ... 0.0 kcal/mol
Structure (SMILES) ... O=C/N=C\C1C(Cl)=C1Cl
E_LUMO ... 0.2 eV
Maximum force ... 4.2 eV Å⁻¹
Frontier orbital gap ... 9.7929 eV

=====

Entry 3:
Here is a molecular structure, C6H6BrKN2O2 at a distorted geometry from OMol25. Energies are from ωB97M-V/def2-TZVPD.

The geometry in ORCA input format:
```
! wB97M-V def2-TZVPD RIJCOSX def2/J DEFGRID3
* xyz 0 1
K 2.091 -0.695 -1.438
Br -3.415 1.136 3.621
C -2.189 0.728 2.222
C -2.596 0.863 0.902
N -1.791 0.596 -0.111
C -0.563 0.188 0.164
C -0.058 0.019 1.446
C -0.905 0.301 2.512
C 1.393 -0.463 1.688
O 1.759 -0.585 2.842
O 2.040 -0.679 0.631
H -3.592 1.195 0.649
H 0.075 -0.025 -0.694
H -0.544 0.181 3.523
N 2.077 -0.691 -4.199
H 2.987 -0.475 -4.593
H 1.431 -0.006 -4.579
H 1.801 -1.587 -4.587
*
```

## Properties
E_HOMO ... -8.66 eV
DFT total energy ... -3666.2142 Eh
E_LUMO ... -0.7 eV
Maximum force ... 3.3 eV Å⁻¹
Frontier orbital gap ... 7.9824 eV

=====

Entry 4:
Here is 8 unconnected molecules or ions with the total composition C16H48N4O8 at a distorted geometry from OMol25. Energies are from ωB97M-V/def2-TZVPD.

The geometry in ORCA input format:
```
! wB97M-V def2-TZVPD RIJCOSX def2/J DEFGRID3
* xyz 0 1
C -30.039 18.917 8.844
O -29.203 18.322 7.861
H -31.079 19.148 8.642
H -29.474 19.824 9.194
H -30.056 18.159 9.712
H -28.438 18.937 7.613
C -26.157 21.898 9.408
O -26.830 20.719 9.318
H -26.746 22.823 9.109
H -25.344 21.731 8.707
H -25.824 21.917 10.389
H -26.207 20.043 9.336
C -26.885 17.668 5.243
O -26.587 18.959 5.535
N -26.223 16.961 4.328
N -27.922 17.022 5.698
H -25.376 17.543 3.947
H -26.189 15.912 4.156
H -28.572 17.477 6.386
H -28.046 16.099 5.403
C -29.052 21.121 6.569
O -29.790 22.100 7.339
N -29.547 20.443 5.590
N -27.812 20.901 6.834
H -30.585 20.385 5.449
H -29.052 19.859 5.000
H -27.423 21.226 7.710
H -27.352 20.089 6.371
C -27.933 18.646 11.550
C -26.758 19.143 12.345
C -27.302 19.717 13.680
O -26.029 18.245 12.668
H -28.285 19.590 11.198
H -28.670 18.175 12.153
H -27.523 18.020 10.746
H -25.987 19.848 11.955
H -27.913 20.611 13.384
H -26.524 20.095 14.393
H -27.885 18.986 14.177
H -25.196 18.655 13.013
C -25.938 17.572 8.744
C -24.721 18.397 8.856
C -24.377 19.201 7.598
O -24.767 19.106 9.866
H -26.873 18.149 8.589
H -26.117 16.999 9.590
H -25.931 16.937 7.905
H -23.949 17.653 8.989
H -23.453 19.690 7.882
H -25.088 20.074 7.421
H -24.254 18.501 6.766
H -24.157 18.862 10.512
C -31.573 17.741 5.325
C -30.967 17.249 4.055
C -31.815 17.641 2.865
O -29.783 17.654 3.705
H -31.911 18.758 5.360
H -30.897 17.584 6.179
H -32.518 17.186 5.502
H -30.847 16.156 4.095
H -32.804 17.063 2.796
H -31.393 17.206 1.972
H -31.966 18.666 2.576
H -29.181 17.319 4.390
C -27.726 14.224 7.938
C -28.046 14.056 9.458
C -28.800 15.235 9.997
O -28.647 13.023 9.670
H -27.241 15.148 7.780
H -28.607 14.077 7.282
H -27.132 13.336 7.759
H -27.071 13.917 9.936
H -29.935 15.117 9.874
H -28.593 16.251 9.594
H -28.764 15.470 11.115
H -28.041 12.479 10.141
*
```

## Properties
E_HOMO ... -7.96 eV
DFT total energy ... -1459.0515 Eh
Relative energy (zero: lowest compared OMol25 entry of this formula, charge and spin) ... 70.8 kcal/mol
Structure (SMILES) ... NC(N)=O.NC(N)=O.CC(C)O.CC(C)O.CC(C)O.CC(C)O.CO.CO
E_LUMO ... 0.0 eV
Maximum force ... 16.2 eV Å⁻¹
Frontier orbital gap ... 7.9774 eV

=====

Question: What is the DFT total energy in the third record?
Answer: -3666.2142 Eh

=====

Question: Among the records above, which one has the lowest maximum force?
Answer: C6H6BrKN2O2